{
  "formula": "C4H15N2O2",
  "method": "ωB97M-V/def2-TZVPD",
  "elements": ["O", "O", "N", "N", "C", "C", "C", "C", "H", "H", "H", "H", "H", "H", "H", "H", "H", "H", "H", "H", "H", "H", "H"],
  "positions_angstrom": [[-0.9756, 3.2556, -0.0562], [0.0368, 1.0871, 0.7421], [0.2040, -2.9895, 0.9623], [1.7303, -0.8589, -0.0703], [-0.4907, 0.3718, -0.3814], [-0.4065, -1.7218, 0.8409], [-0.2564, 1.0390, -1.7305], [0.1773, -0.9110, -0.3955], [-0.1348, 3.6472, 0.0936], [-0.4576, -3.8893, 0.6307], [-1.5678, -1.6660, 0.7216], [2.2029, -0.5839, -0.9691], [0.3339, 2.0102, -1.6454], [-1.2040, 1.2154, -2.1355], [-0.6448, 1.9622, 0.7017], [-1.6590, 0.3222, -0.1005], [1.9843, -0.1847, 0.6731], [0.3931, 0.3830, -2.3316], [1.8440, -1.8684, 0.1796], [-0.0078, -1.3821, -1.3950], [-1.6165, 3.9894, 0.1922], [-0.0798, -1.2402, 1.7919], [0.4417, -3.1859, 1.8611]],
  "forces_ev_per_a": [[-2.69, 1.51, 0.42], [-2.09, 2.49, -0.42], [-2.57, -4.16, -4.31], [-1.51, 0.17, -2.27], [-1.54, 2.65, 1.09], [-1.10, 1.13, -0.46], [2.30, 1.13, 0.72], [-0.47, -2.69, 2.33], [1.43, 0.64, 0.10], [2.47, 3.30, 0.95], [2.07, -0.34, 0.45], [-0.11, -0.57, 1.30], [-1.03, -1.21, -0.03], [-1.05, 0.42, -1.34], [2.58, -2.45, 0.46], [2.40, -0.66, -1.27], [-0.57, -0.41, -0.30], [-0.62, 0.29, -0.33], [0.52, 0.48, 0.04], [0.71, -0.20, 1.13], [0.92, -1.39, -0.43], [-0.75, 0.64, -0.91], [0.72, -0.79, 3.07]],
  "e_lumo_ev": -2.892,
  "charge": 1
}

{
  "formula": "C4H15N2O2",
  "method": "ωB97M-V/def2-TZVPD",
  "elements": ["O", "O", "N", "N", "C", "C", "C", "C", "H", "H", "H", "H", "H", "H", "H", "H", "H", "H", "H", "H", "H", "H", "H"],
  "positions_angstrom": [[3.5335, 1.3748, -1.2401], [0.4284, 1.2810, 2.0445], [-1.1888, -1.0473, -1.3066], [1.0312, 0.0067, 0.0305], [0.0405, -0.7128, 0.8868], [-1.8783, 0.1809, -1.7862], [-1.1812, -1.3270, 0.1979], [-0.4933, 0.1893, 2.0465], [-2.9722, 0.0670, -1.9056], [0.6105, -1.5304, 1.3270], [-2.1471, -1.1376, 0.6438], [-1.6373, -1.8759, -1.7218], [1.1949, -0.5426, -0.8254], [-1.4742, 0.4118, -2.7694], [-1.4629, 0.6363, 1.7947], [-1.1074, -2.4290, 0.2557], [0.3397, 1.7997, 2.8478], [4.1169, 0.8375, -1.8100], [-1.7779, 0.9795, -1.0541], [3.9523, 2.0585, -0.7311], [-0.5256, -0.2776, 3.0453], [0.6031, 0.8706, -0.3133], [1.9950, 0.1867, 0.3431]],
  "forces_ev_per_a": [[-1.42, -1.48, -0.39], [0.12, -0.32, 0.08], [-4.67, 0.30, 1.84], [-1.05, -0.31, -2.01], [-0.17, -0.34, 2.60], [1.27, -0.12, 0.48], [2.13, -1.78, -2.28], [1.04, 1.70, -0.21], [0.18, -0.83, -0.08], [-0.03, 0.00, -0.02], [-0.43, 0.95, -0.13], [1.05, -0.04, -0.84], [0.09, 0.01, 0.15], [-0.04, 0.30, -0.24], [-0.18, -0.57, 0.05], [0.16, 0.46, -0.03], [0.03, 0.17, 0.20], [0.16, 1.02, 0.72], [0.41, 0.13, -0.16], [1.00, 0.25, -0.12], [-0.07, -0.32, -0.66], [0.66, 0.46, 0.32], [-0.26, 0.35, 0.74]],
  "spin_multiplicity": 2,
  "e_lumo_ev": [-7.211, -12.796],
  "s_squared": 0.75,
  "charge": 2
}

{
  "formula": "C4H15N2O2",
  "method": "ωB97M-V/def2-TZVPD",
  "elements": ["O", "O", "N", "N", "C", "C", "C", "C", "H", "H", "H", "H", "H", "H", "H", "H", "H", "H", "H", "H", "H", "H", "H"],
  "positions_angstrom": [[-0.6396, -1.0745, 1.7830], [-1.3917, 1.6498, 1.0753], [1.2366, -0.6764, -0.6658], [-1.5408, 0.0762, -1.1153], [1.0732, 0.5112, -1.4588], [1.4032, -0.4601, 0.7728], [0.7019, -1.5304, 1.6152], [-0.4652, 0.9812, -1.6580], [-1.6185, 0.3222, -0.1065], [-2.4192, 0.2004, -1.6208], [-1.2077, 0.8165, 1.5422], [-0.6533, 1.9378, -1.1589], [1.3038, -1.6952, 2.5188], [-1.9875, 2.3058, 1.4933], [1.0533, 0.5338, 1.0542], [-0.5820, 1.1940, -2.7206], [2.4936, -0.4239, 0.9994], [1.4154, 0.2933, -2.4670], [1.9458, -1.3058, -1.0590], [-1.1592, -0.8672, -1.0358], [1.6411, 1.4058, -1.1365], [-1.1216, -1.7395, 2.2916], [0.5186, -2.4549, 1.0574]],
  "forces_ev_per_a": [[0.02, 0.65, 0.34], [0.19, -0.02, -0.78], [2.46, 2.27, 1.21], [2.02, -0.13, 0.57], [-1.92, 0.10, -1.83], [-0.21, -0.33, 0.24], [-0.35, -0.49, -0.58], [0.46, 1.19, 0.26], [-0.84, 0.78, -0.39], [-0.06, -0.46, 0.10], [-0.55, 0.79, 1.23], [0.35, -0.28, 0.04], [-0.61, 0.03, 0.02], [0.46, -1.04, 0.26], [-0.32, -0.03, -0.18], [-0.22, -0.55, 0.03], [-0.26, -0.46, -0.42], [0.14, -0.16, 0.00], [-0.72, -0.70, -0.10], [-0.94, -0.46, -0.86], [-0.15, -0.58, 0.63], [-0.16, 0.10, 0.13], [1.22, -0.21, 0.09]],
  "spin_multiplicity": 2,
  "e_lumo_ev": [-6.851, -12.612],
  "s_squared": 0.75,
  "charge": 2
}

{
  "formula": "C4H15N2O3",
  "method": "ωB97M-V/def2-TZVPD",
  "elements": ["O", "O", "O", "N", "N", "C", "C", "C", "C", "H", "H", "H", "H", "H", "H", "H", "H", "H", "H", "H", "H", "H", "H", "H"],
  "positions_angstrom": [[3.4489, 0.2693, 1.3712], [-0.9914, 2.7495, -0.7640], [0.2380, -0.5133, -2.1724], [1.1435, -0.9679, 0.1592], [-1.9632, -0.4794, -2.5666], [-1.1923, -0.4590, -0.2603], [-0.0392, -0.1569, 0.6838], [-0.9131, -0.3953, -1.7377], [-0.4241, -0.5591, 2.0900], [-1.2847, 0.0117, 2.4134], [-0.6941, 3.1755, -1.5774], [-2.8850, -0.2023, -2.2830], [0.3673, -0.2857, 2.7792], [4.0655, 0.3412, 0.6286], [3.9898, -0.0414, 2.1070], [-1.3811, 3.4925, -0.2874], [-1.9849, 0.2378, -0.0201], [1.0148, -1.9356, 0.4348], [-1.6254, -1.4437, -0.0779], [-1.7688, -0.6808, -3.5366], [-0.4774, -1.6420, 2.2239], [1.0733, -0.8268, -0.8940], [1.9992, -0.5591, 0.5984], [0.2844, 0.8707, 0.6880]],
  "forces_ev_per_a": [[0.08, -0.16, -0.32], [-0.03, 0.28, -0.10], [0.04, 0.28, -0.07], [-0.06, 1.16, 1.21], [0.24, 0.29, 0.15], [-0.59, 0.92, 0.05], [-0.14, -1.27, -0.40], [0.19, -0.94, -0.42], [1.27, 0.03, 0.35], [-0.43, -0.35, 0.00], [0.09, -0.22, -0.05], [-0.11, -0.11, -0.02], [0.28, 0.30, 0.15], [-0.01, 0.13, 0.18], [-0.07, 0.03, 0.04], [-0.05, -0.15, 0.16], [-0.29, 0.23, 0.01], [0.24, -0.19, -0.14], [0.20, -0.19, 0.13], [-0.11, 0.24, 0.02], [-0.74, 0.05, -0.21], [0.23, -0.20, -0.03], [-0.12, -0.57, -0.27], [-0.10, 0.41, -0.43]],
  "e_lumo_ev": -2.578,
  "charge": 1
}

{
  "formula": "C4H15N2OTi",
  "method": "ωB97M-V/def2-TZVPD",
  "elements": ["Ti", "O", "N", "N", "C", "C", "C", "C", "H", "H", "H", "H", "H", "H", "H", "H", "H", "H", "H", "H", "H", "H", "H"],
  "positions_angstrom": [[-0.8966, 0.4456, -1.4876], [0.0579, 0.2448, 0.0863], [0.5517, -0.9874, -2.2557], [0.3855, -0.4526, 2.2142], [-0.8641, 1.6808, -3.3765], [0.8430, -0.0724, 1.0264], [1.3319, -0.6725, 3.2974], [-1.0489, -0.5972, 2.4807], [-1.5870, 0.3485, 2.2965], [-1.1489, -0.8748, 3.5375], [1.9371, -0.0833, 0.8795], [1.9073, 0.2433, 3.4935], [-1.8075, 1.6038, -0.8655], [-0.3535, 1.3373, -4.2858], [0.5602, -1.1763, -3.2571], [0.7656, -0.9511, 4.1885], [-1.2837, 2.6913, -3.4670], [-0.0867, 1.7231, -2.4755], [2.0401, -1.4720, 3.0384], [1.4974, -0.6765, -2.0079], [0.4226, -1.8967, -1.7934], [-1.7295, 0.9885, -3.1259], [-1.4940, -1.3944, 1.8590]],
  "forces_ev_per_a": [[0.04, -1.59, -1.22], [2.36, -1.06, 3.52], [0.34, -0.83, -0.49], [-0.12, 0.03, 0.19], [0.09, -0.11, 0.85], [-1.08, 0.15, -1.02], [0.36, -0.11, -0.12], [-0.07, 0.16, -0.06], [0.23, -0.39, -0.02], [-0.09, 0.11, -0.35], [-0.46, 0.17, 0.11], [-0.12, -0.17, 0.10], [-1.76, 1.97, 0.89], [-0.16, 0.16, 0.33], [0.05, -0.08, -0.01], [0.30, 0.02, -0.10], [0.16, -0.32, -0.12], [-0.34, 0.73, -1.59], [-0.20, 0.14, 0.18], [0.13, 0.08, 0.01], [0.01, 0.04, -0.04], [0.12, 0.55, -1.11], [0.23, 0.35, 0.08]],
  "spin_multiplicity": 3,
  "e_lumo_ev": [2.864, 2.964],
  "s_squared": 2.21,
  "charge": -1
}

{
  "formula": "C4H15N2OV",
  "method": "ωB97M-V/def2-TZVPD",
  "elements": ["V", "O", "N", "N", "C", "C", "C", "C", "H", "H", "H", "H", "H", "H", "H", "H", "H", "H", "H", "H", "H", "H", "H"],
  "positions_angstrom": [[0.1244, -1.9160, -1.0295], [-0.6220, -0.0864, -0.1654], [-0.1668, 1.7921, 1.0011], [-0.8056, -1.2961, -2.8714], [0.2219, 0.7046, 0.3364], [1.0948, -2.4810, 0.8167], [0.7961, 2.7529, 1.5009], [-1.5945, 1.9853, 1.1578], [0.1431, -3.4095, -1.4862], [-2.0175, 1.1393, 1.7197], [1.4885, 2.2981, 2.2294], [1.3032, 0.5657, 0.2663], [1.4884, -2.3841, -1.6810], [-1.8219, -1.3478, -2.8135], [-0.5809, -0.3469, -3.1524], [1.4277, -3.5167, 0.6751], [1.4334, 3.1513, 0.6926], [0.2513, 3.5819, 1.9777], [-0.5448, -1.8989, -3.6693], [0.2646, -2.4159, 1.5400], [-2.0778, 2.0019, 0.1711], [-1.7233, 2.9315, 1.6910], [1.9178, -1.8052, 1.0930]],
  "forces_ev_per_a": [[0.57, 0.71, 1.50], [0.67, 0.06, 0.27], [0.10, -0.65, 0.30], [-0.31, -0.34, -1.17], [-0.48, 0.40, -0.52], [-0.56, 0.38, -0.64], [0.41, 0.14, 0.19], [0.03, 0.09, 0.12], [-0.83, -1.60, -0.46], [0.02, 0.39, -0.10], [-0.41, 0.15, -0.08], [-0.06, -0.18, -0.05], [0.93, 0.42, -0.60], [-0.01, 0.07, 0.03], [0.04, 0.27, 0.06], [0.03, 0.25, 0.28], [-0.31, 0.04, -0.01], [0.35, -0.35, -0.20], [-0.02, 0.28, 0.73], [0.31, -0.15, 0.24], [-0.05, 0.17, 0.08], [-0.33, -0.28, -0.14], [-0.09, -0.25, 0.17]],
  "spin_multiplicity": 4,
  "e_lumo_ev": [3.092, 3.349],
  "s_squared": 3.78,
  "charge": -1
}

| no. | electronic energy (eV) |
| --- | --- |
| 1 | -11458.4692 |
| 2 | -11446.3916 |
| 3 | -11446.9064 |
| 4 | -13509.3651 |
| 5 | -32528.5853 |
| 6 | -35101.9671 |